Below is 8 unconnected molecules or ions with the total composition C11H27Cl6N5O10 in a non-equilibrium geometry, with properties calculated with the ωB97M-V functional and the def2-TZVPD basis.

XYZ file:
```
59
Properties=species:S:1:pos:R:3
Cl -22.789 -18.766 13.191
C -21.368 -17.753 13.141
C -21.621 -16.403 13.759
Cl -22.713 -15.414 12.739
H -21.188 -17.705 12.067
H -20.492 -18.160 13.647
H -20.698 -15.861 13.965
H -22.042 -16.542 14.755
Cl -24.439 -11.689 14.853
C -25.369 -12.744 13.745
C -24.918 -12.349 12.317
Cl -25.179 -10.590 11.930
H -26.412 -12.726 14.061
H -25.076 -13.776 13.937
H -25.511 -12.967 11.643
H -23.917 -12.744 12.141
Cl -23.504 -7.004 16.437
C -24.862 -8.118 16.309
C -25.089 -8.680 17.697
Cl -23.952 -9.944 18.175
H -24.752 -8.830 15.490
H -25.679 -7.426 16.106
H -26.044 -9.205 17.658
H -25.170 -7.853 18.403
C -22.928 -13.494 17.857
N -22.558 -14.511 16.836
O -23.442 -15.274 16.493
O -21.398 -14.629 16.423
H -23.795 -12.940 17.496
H -22.073 -12.818 17.850
H -23.100 -14.090 18.754
C -28.964 -15.262 14.599
N -27.870 -16.023 15.284
O -26.839 -16.217 14.719
O -28.012 -16.306 16.477
H -28.839 -14.183 14.507
H -29.897 -15.548 15.083
H -29.034 -15.734 13.619
C -29.293 -12.220 10.603
N -28.331 -12.863 11.499
O -27.552 -13.686 10.970
O -28.445 -12.674 12.743
H -30.240 -12.723 10.801
H -29.102 -12.473 9.560
H -29.296 -11.136 10.718
C -21.580 -11.005 12.300
N -21.202 -11.144 10.842
O -20.171 -10.648 10.497
O -21.964 -11.745 10.078
H -20.993 -11.693 12.910
H -22.588 -11.319 12.571
H -21.433 -9.962 12.579
C -23.309 -7.828 10.815
N -23.713 -7.584 12.287
O -24.684 -6.875 12.498
O -23.099 -8.230 13.171
H -22.246 -7.725 10.598
H -23.811 -7.054 10.236
H -23.797 -8.733 10.454
```

Summary:
calculated total energy: -4221.75887 a.u.
net charge: +1
energy above the lowest of the compared OMol25 structures with the same formula, charge and spin: 0.00 kJ/mol
E_HOMO (spin up / spin down): -12.8 / -12.3 eV
strongest force on any atom: 0.0603 hartree/bohr
multiplicity: 2
frontier orbital gap (spin up / spin down): 0.3567 / 0.0679 Ha



Below is a single C18H25BN2O4 molecule in a non-equilibrium geometry, with properties calculated with the ωB97M-V functional and the def2-TZVPD basis.

XYZ file:
```
50
Properties=species:S:1:pos:R:3
C -1.823 -2.379 -0.345
C -1.629 -1.106 -0.083
C -1.914 -0.048 -1.026
O -2.890 0.684 -0.914
N -1.065 0.013 -2.120
C -1.070 1.210 -2.994
C -0.144 0.872 -4.158
C 0.152 -0.663 -4.081
C -0.098 -1.059 -2.601
C 1.223 -1.126 -1.806
O 2.115 -1.857 -2.151
N 1.289 -0.319 -0.710
C 2.476 -0.152 0.145
C 2.251 0.964 1.185
C 0.891 0.834 1.776
C 0.677 -0.291 2.555
C -0.557 -0.525 3.189
C -1.591 0.338 2.965
C -2.836 0.166 3.744
C -1.357 1.499 2.188
C -0.140 1.742 1.607
C 0.008 2.927 0.709
B 2.809 -1.465 1.014
O 2.702 -2.708 0.445
O 3.305 -1.293 2.309
H -2.380 -2.653 -1.242
H -1.527 -3.137 0.307
H -1.097 -0.833 0.823
H -0.711 2.077 -2.444
H -2.086 1.363 -3.343
H 0.817 1.399 -3.998
H -0.558 1.162 -5.133
H -0.515 -1.213 -4.751
H 1.210 -0.853 -4.304
H -0.605 -2.042 -2.538
H 0.502 0.302 -0.431
H 3.369 0.055 -0.472
H 2.337 1.929 0.661
H 3.003 0.950 1.988
H 1.485 -0.951 2.757
H -0.728 -1.376 3.790
H -3.158 -0.871 3.765
H -2.703 0.504 4.771
H -3.635 0.767 3.330
H -2.174 2.172 2.041
H 0.492 3.735 1.263
H -0.940 3.275 0.250
H 0.693 2.687 -0.094
H 2.498 -2.575 -0.507
H 3.627 -2.131 2.667
```

Summary:
calculated total energy: -1136.33727 a.u.
energy above the lowest of the compared OMol25 structures with the same formula, charge and spin: 10.82 kJ/mol
E_HOMO: -8.9 eV
strongest force on any atom: 0.0581 hartree/bohr
frontier orbital gap: 0.3475 Ha



Below is a single C20H23N3O4S2 molecule in a non-equilibrium geometry, with properties calculated with the ωB97M-V functional and the def2-TZVPD basis.

XYZ file:
```
52
Properties=species:S:1:pos:R:3
C -2.029 -3.446 1.383
C -1.000 -2.837 0.455
O -1.264 -2.397 -0.639
N 0.255 -2.841 1.001
C 1.410 -2.267 0.459
C 1.575 -2.104 -0.914
C 2.692 -1.448 -1.399
C 3.644 -0.954 -0.522
S 5.004 0.026 -1.136
C 4.126 1.635 -1.224
C 3.426 1.907 0.094
O 4.065 1.922 1.131
N 2.090 2.136 0.092
C 1.141 2.131 -0.998
C 0.113 1.009 -0.787
N -0.508 1.074 0.516
S -1.839 2.103 0.572
O -2.189 2.262 1.953
O -1.621 3.290 -0.214
C -3.047 1.070 -0.242
C -3.517 -0.036 0.437
C -4.431 -0.870 -0.184
C -4.854 -0.592 -1.474
C -4.378 0.523 -2.144
C -3.468 1.364 -1.523
C 0.435 1.197 1.607
C 1.422 2.340 1.366
C 3.524 -1.178 0.841
C 2.411 -1.835 1.328
H -2.970 -3.547 0.851
H -2.176 -2.800 2.246
H -1.702 -4.425 1.728
H 0.331 -3.117 1.970
H 0.819 -2.468 -1.591
H 2.818 -1.306 -2.461
H 3.483 1.624 -2.098
H 4.920 2.369 -1.357
H 1.627 2.000 -1.963
H 0.610 3.090 -0.997
H -0.680 1.085 -1.531
H 0.593 0.032 -0.883
H -3.168 -0.214 1.441
H -4.816 -1.734 0.335
H -5.561 -1.247 -1.960
H -4.713 0.738 -3.147
H -3.086 2.249 -2.008
H -0.147 1.380 2.510
H 0.979 0.251 1.696
H 2.183 2.371 2.147
H 0.877 3.290 1.336
H 4.284 -0.807 1.510
H 2.306 -1.997 2.392
```

Summary:
calculated total energy: -2037.56003 a.u.
energy above the lowest of the compared OMol25 structures with the same formula, charge and spin: 20.69 kJ/mol
E_HOMO: -8.8 eV
strongest force on any atom: 0.0226 hartree/bohr
frontier orbital gap: 0.3383 Ha



Below is a molecular structure, C36H53AuGe2IN2O2S, with properties calculated with the ωB97M-V functional and the def2-TZVPD basis.

XYZ file:
```
98
Properties=species:S:1:pos:R:3
Au -0.001 0.141 -0.403
C 3.961 -2.873 -0.170
C 2.964 -1.756 0.163
Ge 1.645 -1.519 -1.252
C 2.344 -0.692 -2.872
C 3.181 -1.665 -3.711
C 0.808 -3.207 -1.640
C -0.468 -3.463 -1.348
Ge -1.467 -1.976 -0.553
C -2.905 -1.164 -1.605
C -4.020 -2.069 -2.143
C -1.991 -2.167 1.315
C -3.163 -3.119 1.583
C -1.111 -4.795 -1.560
C -2.464 -4.981 -1.303
C -3.081 -6.210 -1.493
C -2.341 -7.287 -1.949
C -0.984 -7.124 -2.207
C -0.378 -5.896 -2.014
H 4.674 -3.009 0.645
H 4.538 -2.659 -1.069
H 3.456 -3.829 -0.320
H 3.477 -0.806 0.334
H 2.411 -1.992 1.073
H 2.921 0.194 -2.597
H 1.473 -0.351 -3.435
H 4.096 -1.971 -3.204
H 3.475 -1.201 -4.653
H 2.621 -2.568 -3.958
H 1.434 -3.984 -2.077
H -2.411 -0.660 -2.436
H -3.325 -0.389 -0.955
H -3.631 -2.847 -2.799
H -4.725 -1.474 -2.726
H -4.591 -2.553 -1.351
H -2.245 -1.154 1.639
H -1.106 -2.454 1.877
H -4.045 -2.878 0.986
H -3.461 -3.051 2.631
H -2.898 -4.156 1.388
H -3.063 -4.156 -0.949
H -4.137 -6.321 -1.286
H -2.812 -8.249 -2.100
H -0.395 -7.961 -2.560
H 0.680 -5.800 -2.216
N 1.954 0.837 2.895
C 1.155 -0.223 3.072
O 0.394 -0.629 2.205
C 1.267 -0.979 4.377
I 0.826 0.235 6.072
H 1.826 1.417 2.070
H 2.494 1.202 3.663
H 2.273 -1.364 4.529
H 0.547 -1.787 4.374
C 0.358 2.870 -2.801
C -0.946 2.058 -2.850
C -1.990 2.554 -1.840
C -1.534 2.134 -4.266
N -0.633 0.675 -2.583
H 0.134 3.938 -2.842
H 0.993 2.616 -3.649
H 0.920 2.652 -1.890
H -2.158 3.626 -1.963
H -1.677 2.373 -0.808
H -2.937 2.036 -1.994
H -1.737 3.173 -4.529
H -2.466 1.572 -4.331
H -0.834 1.721 -4.993
O 0.713 2.221 0.518
S 0.341 3.698 0.417
C 1.882 4.647 0.312
C 2.920 4.331 1.345
C 3.801 3.274 1.135
C 4.765 2.965 2.084
C 4.850 3.704 3.255
C 3.978 4.765 3.469
C 3.022 5.080 2.515
C -0.238 4.070 2.071
C -1.556 3.360 2.249
C -2.692 3.774 1.559
C -3.884 3.082 1.698
C -3.949 1.968 2.528
C -2.820 1.551 3.217
C -1.625 2.245 3.076
H 1.557 5.690 0.335
H 2.239 4.425 -0.695
H 3.741 2.702 0.217
H 5.456 2.152 1.903
H 5.605 3.467 3.993
H 4.053 5.357 4.371
H 2.362 5.925 2.674
H -0.311 5.156 2.164
H 0.521 3.693 2.757
H -2.646 4.642 0.910
H -4.765 3.413 1.164
H -4.881 1.431 2.642
H -2.865 0.688 3.869
H -0.743 1.918 3.611
```

Summary:
calculated total energy: -6648.66971 a.u.
net charge: +1
E_HOMO (spin up / spin down): -10.2 / -10.7 eV
strongest force on any atom: 0.0175 hartree/bohr
multiplicity: 3
frontier orbital gap (spin up / spin down): 0.2731 / 0.2756 Ha



Below is 2 unconnected molecules or ions with the total composition C4H11NO in a non-equilibrium geometry, with properties calculated with the ωB97M-V functional and the def2-TZVPD basis.

XYZ file:
```
17
Properties=species:S:1:pos:R:3
C -0.840 0.014 1.233
C 0.703 -0.076 1.301
C 1.222 0.594 0.035
N 0.067 1.252 -0.701
C -1.073 1.149 0.218
H -1.227 -0.926 0.816
H -1.489 0.186 2.091
H 0.772 -1.159 1.412
H 1.172 0.323 2.191
H 1.863 -0.119 -0.495
H 1.837 1.408 0.426
H -0.051 0.680 -1.531
H -1.940 0.806 -0.358
H -1.161 2.153 0.636
O 0.024 -1.763 -2.240
H 0.182 -1.883 -3.191
H -0.060 -2.639 -1.843
```

Summary:
calculated total energy: -288.96278 a.u.
energy above the lowest of the compared OMol25 structures with the same formula, charge and spin: 142.40 kJ/mol
E_HOMO: -8.6 eV
strongest force on any atom: 0.0463 hartree/bohr
frontier orbital gap: 0.3384 Ha



Below is a single C13H24N4O4 molecule in a non-equilibrium geometry, with properties calculated with the ωB97M-V functional and the def2-TZVPD basis.

XYZ file:
```
45
Properties=species:S:1:pos:R:3
C 3.067 1.042 2.660
C 2.939 1.233 1.115
C 1.454 0.920 0.628
C 0.347 1.771 1.222
C 1.330 0.556 -0.837
N 2.581 -0.037 -1.389
C 3.658 0.567 -1.987
C 4.780 -0.417 -2.174
O 3.705 1.784 -2.270
C 0.053 -0.398 -1.095
O 0.353 -1.590 -1.060
N -1.173 0.181 -1.148
C -2.400 -0.489 -1.039
C -3.530 0.431 -1.403
C -4.976 0.005 -1.033
N -5.335 0.573 0.111
O -5.749 -0.662 -1.726
C -2.540 -1.060 0.348
O -3.002 -0.311 1.161
N -1.868 -2.234 0.631
C -1.887 -2.867 1.873
H 2.768 0.013 2.902
H 4.137 1.166 2.920
H 2.471 1.656 3.335
H 3.686 0.613 0.635
H 3.038 2.225 0.780
H 1.259 -0.051 1.152
H 0.078 2.660 0.656
H -0.570 1.148 1.212
H 0.627 1.962 2.260
H 1.070 1.500 -1.347
H 2.652 -1.031 -1.352
H 4.404 -1.451 -2.348
H 5.321 -0.172 -3.103
H 5.544 -0.396 -1.460
H -1.114 1.227 -1.247
H -2.447 -1.181 -1.873
H -3.448 1.461 -0.981
H -3.473 0.552 -2.536
H -6.219 0.106 0.443
H -4.702 1.037 0.722
H -1.216 -2.712 -0.028
H -2.727 -2.623 2.510
H -1.019 -2.732 2.436
H -1.929 -3.974 1.726
```

Summary:
calculated total energy: -1029.76074 a.u.
energy above the lowest of the compared OMol25 structures with the same formula, charge and spin: 195.35 kJ/mol
E_HOMO: -9.7 eV
strongest force on any atom: 0.0774 hartree/bohr
frontier orbital gap: 0.3772 Ha



Below is a molecular structure, C23H16BrCl4F6O5SbTi in a non-equilibrium geometry, with properties calculated with the ωB97M-V functional and the def2-TZVPD basis.

XYZ file:
```
57
Properties=species:S:1:pos:R:3
Ti -0.007 -2.289 1.494
Cl 4.286 3.062 1.357
C 2.844 2.194 1.739
C 1.663 2.928 2.078
Cl 1.712 4.658 2.051
C 0.508 2.276 2.379
Cl -0.929 3.100 2.841
C 0.446 0.836 2.346
O -0.584 0.183 2.575
C 1.665 0.101 2.021
O 1.596 -1.173 2.034
C 2.840 0.822 1.707
Cl 4.241 -0.086 1.275
Br 3.239 -4.189 -5.070
C 1.593 -4.128 -4.132
C 0.409 -4.323 -4.828
C -0.796 -4.280 -4.141
C -0.814 -4.040 -2.775
C 0.380 -3.834 -2.100
C 1.596 -3.878 -2.773
C 0.369 -3.458 -0.660
O -0.715 -3.533 0.018
O 1.382 -2.970 -0.116
H 0.433 -4.504 -5.893
H -1.722 -4.426 -4.680
H -1.741 -4.006 -2.220
H 2.515 -3.711 -2.228
F -1.628 -2.335 2.208
Sb 0.243 -1.514 4.839
F -0.860 -2.945 5.637
F -0.902 -0.338 5.819
F 1.517 -2.024 6.168
F 1.442 0.146 4.746
F 0.688 -3.645 2.419
C -2.632 5.050 -0.697
C -1.974 3.702 -0.765
C -2.658 2.557 -0.390
C -2.036 1.316 -0.331
C -2.843 0.124 0.091
C -0.668 1.257 -0.668
C 0.122 0.084 -0.418
O -0.290 -0.899 0.203
C 0.016 2.391 -1.170
C 1.444 2.332 -1.655
C -0.649 3.599 -1.192
H -3.681 4.970 -0.418
H -2.562 5.572 -1.653
H -2.126 5.665 0.051
H -3.700 2.631 -0.103
H -3.904 0.352 -0.005
H -2.633 -0.129 1.133
H -2.614 -0.762 -0.498
H 1.159 0.054 -0.768
H 2.143 2.157 -0.834
H 1.714 3.277 -2.122
H 1.591 1.539 -2.389
H -0.130 4.486 -1.539
```

Summary:
calculated total energy: -7366.37833 a.u.
net charge: -1
energy above the lowest of the compared OMol25 structures with the same formula, charge and spin: 207.71 kJ/mol
E_HOMO (spin up / spin down): -5.1 / -5.3 eV
strongest force on any atom: 0.0655 hartree/bohr
multiplicity: 2
frontier orbital gap (spin up / spin down): 0.2092 / 0.1951 Ha



Below is a molecular structure, C44H28N4Pt in a non-equilibrium geometry, with properties calculated with the ωB97M-V functional and the def2-TZVPD basis.

XYZ file:
```
77
Properties=species:S:1:pos:R:3
Pt -0.085 -0.082 0.026
C 1.287 3.040 6.752
C 2.210 2.073 6.391
C 2.070 1.389 5.196
C 1.004 1.666 4.348
C 0.082 2.643 4.715
C 0.224 3.321 5.912
C 0.842 0.986 3.043
C 0.233 -0.267 2.968
C 0.111 -1.187 4.055
C -0.206 -2.397 3.518
C -0.417 -2.206 2.112
C -0.947 -3.128 1.183
C -0.935 -4.569 1.442
C -1.356 -5.165 2.631
C -1.206 -6.526 2.830
C -0.642 -7.325 1.849
C -0.266 -6.755 0.643
C -0.418 -5.399 0.440
C -1.512 -2.697 -0.060
N -1.342 -1.461 -0.595
C -2.179 -1.340 -1.667
C -2.159 -0.233 -2.546
C -3.305 0.065 -3.427
C -3.496 -0.486 -4.684
C -4.533 -0.030 -5.482
C -5.379 0.968 -5.030
C -5.212 1.497 -3.760
C -4.174 1.051 -2.966
C -1.096 0.671 -2.637
C -0.801 1.502 -3.766
C 0.440 2.023 -3.564
C 0.868 1.609 -2.260
N -0.072 0.772 -1.744
C 2.002 2.047 -1.558
C 2.107 1.925 -0.149
C 2.993 2.656 0.685
C 2.572 2.482 1.980
C 1.463 1.598 1.929
N 1.208 1.266 0.635
C 3.076 2.735 -2.291
C 2.853 3.922 -2.987
C 3.865 4.504 -3.727
C 5.112 3.907 -3.795
C 5.357 2.749 -3.074
C 4.352 2.170 -2.323
C -2.921 -2.539 -1.809
C -2.482 -3.397 -0.827
N -0.110 -0.913 1.810
H 1.401 3.577 7.682
H 3.041 1.846 7.043
H 2.789 0.635 4.911
H -0.750 2.867 4.064
H -0.502 4.070 6.191
H 0.299 -0.944 5.083
H -0.274 -3.327 4.042
H -1.839 -4.564 3.388
H -1.535 -6.966 3.761
H -0.504 -8.383 2.020
H 0.155 -7.366 -0.140
H -0.102 -4.955 -0.490
H -2.814 -1.239 -5.046
H -4.669 -0.439 -6.472
H -6.161 1.349 -5.670
H -5.873 2.272 -3.400
H -4.009 1.480 -1.988
H -1.434 1.621 -4.626
H 1.010 2.642 -4.231
H 3.820 3.242 0.339
H 3.015 2.881 2.873
H 1.883 4.393 -2.931
H 3.677 5.425 -4.259
H 5.892 4.347 -4.397
H 6.333 2.290 -3.105
H 4.540 1.253 -1.782
H -3.650 -2.743 -2.569
H -2.818 -4.400 -0.651
```

Summary:
calculated total energy: -2031.92703 a.u.
E_HOMO (spin up / spin down): -6.8 / -6.8 eV
strongest force on any atom: 0.0271 hartree/bohr
frontier orbital gap (spin up / spin down): 0.2072 / 0.2072 Ha



Below is a gas-phase ion, C4H4O4 (charge -2) in a non-equilibrium geometry, with properties calculated with the ωB97M-V functional and the def2-TZVPD basis.

XYZ file:
```
12
Properties=species:S:1:pos:R:3
O 1.121 2.015 -2.010
C 0.522 0.957 -1.651
O -0.239 0.245 -2.356
C 0.751 0.484 -0.185
C -0.536 0.173 0.616
C -0.495 -1.036 1.624
O 0.563 -1.700 1.715
O -1.589 -1.274 2.196
H 1.435 -0.373 -0.101
H 1.284 1.278 0.333
H -1.380 0.064 -0.078
H -0.794 0.996 1.293
```

Summary:
calculated total energy: -455.80654 a.u.
net charge: -2
energy above the lowest of the compared OMol25 structures with the same formula, charge and spin: 11.98 kJ/mol
E_HOMO: -0.6 eV
strongest force on any atom: 0.0243 hartree/bohr
frontier orbital gap: 0.2796 Ha



Below is a molecular structure, C3H6N4O in a non-equilibrium geometry, with properties calculated with the ωB97M-V functional and the def2-TZVPD basis.

XYZ file:
```
14
Properties=species:S:1:pos:R:3
C 1.143 -0.198 0.048
C 0.737 -1.497 -0.051
C -1.150 -0.177 -0.049
H 2.548 0.318 1.434
H 3.086 -0.328 -0.265
H 0.845 -2.635 -0.062
H -3.050 0.769 0.742
H -0.431 2.149 0.795
H 0.840 2.333 -0.685
N 2.356 0.432 0.236
N -2.431 -0.088 0.361
N -0.069 0.607 -0.190
N -0.352 1.967 -0.339
O -0.594 -1.476 -0.266
```

Summary:
calculated total energy: -411.95679 a.u.
energy above the lowest of the compared OMol25 structures with the same formula, charge and spin: 662.02 kJ/mol
E_HOMO: -7.7 eV
strongest force on any atom: 0.1288 hartree/bohr
frontier orbital gap: 0.2920 Ha